# C36H42I2N6NdO2P2S

A structure of composition C36H42I2N6NdO2P2S (ωB97M-V/def2-TZVPD, the OMol25 dataset).

Relative energy (zero: lowest compared OMol25 entry of this formula, charge and spin)   0.036 eV
Kohn-Sham gap (alpha / beta)   7.42 / 7.44 eV
Calculated total energy   -111941.645 eV
Net charge   +1
Multiplicity   4

Atoms and positions in Å:
Nd  0.20  -0.11  0.22
C  0.85  -1.66  -3.26
C  0.61  -2.75  -2.21
N  -0.38  -2.30  -1.23
C  -1.79  -2.45  -1.61
C  -2.31  -1.42  -2.61
S  -1.85  0.30  -2.17
C  -0.92  0.86  -3.64
C  0.60  0.77  -3.44
N  0.96  -0.36  -2.59
H  1.76  -1.90  -3.83
H  0.03  -1.63  -3.97
H  0.31  -3.68  -2.71
H  1.55  -2.93  -1.67
H  -0.25  -2.88  -0.40
H  -2.01  -3.45  -2.01
H  -2.36  -2.31  -0.69
H  -1.98  -1.61  -3.63
H  -3.40  -1.45  -2.60
H  -1.26  0.28  -4.49
H  -1.22  1.89  -3.79
H  1.07  0.72  -4.43
H  0.94  1.68  -2.94
H  1.93  -0.25  -2.28
N  -1.12  3.57  0.39
P  -2.01  2.11  0.62
C  -2.93  2.70  2.09
C  -2.77  2.07  3.31
C  -3.45  2.53  4.43
C  -4.29  3.64  4.32
C  -4.44  4.28  3.10
C  -3.77  3.81  1.99
C  -3.33  2.39  -0.62
C  -4.48  1.60  -0.53
C  -5.48  1.74  -1.48
C  -5.34  2.64  -2.52
C  -4.19  3.41  -2.61
C  -3.19  3.29  -1.67
C  0.20  3.67  0.06
C  0.86  4.89  0.26
C  2.17  5.02  -0.12
C  2.81  3.91  -0.67
C  2.09  2.74  -0.82
N  0.80  2.60  -0.48
H  -1.52  4.41  0.80
H  -2.11  1.21  3.38
H  -3.34  2.04  5.38
H  -4.81  4.00  5.19
H  -5.08  5.15  3.02
H  -3.91  4.30  1.03
H  -4.58  0.90  0.28
H  -6.37  1.13  -1.39
H  -6.13  2.75  -3.24
H  -4.07  4.12  -3.42
H  -2.29  3.89  -1.74
H  0.32  5.72  0.71
H  2.70  5.95  0.02
H  3.84  3.97  -0.98
H  2.57  1.86  -1.24
I  -4.59  -1.16  2.37
C  -2.87  -2.29  2.78
C  -2.92  -3.35  3.68
C  -1.81  -4.12  3.92
I  -1.98  -5.74  5.27
C  -0.59  -3.85  3.25
C  0.60  -4.58  3.42
C  1.71  -4.26  2.69
C  1.64  -3.19  1.79
N  0.56  -2.46  1.62
C  -0.55  -2.76  2.33
C  -1.71  -1.94  2.07
O  -1.68  -0.98  1.22
H  -3.85  -3.56  4.19
H  0.62  -5.41  4.12
H  2.62  -4.82  2.79
H  2.49  -2.90  1.18
N  2.42  1.43  2.45
C  1.50  0.94  1.93
C  4.89  0.57  0.60
P  4.22  -0.80  -0.39
C  4.96  -2.35  0.23
C  4.90  -0.63  -2.09
O  2.72  -0.83  -0.40
H  5.97  0.50  0.70
H  4.42  0.54  1.58
H  4.63  1.52  0.14
H  6.04  -2.32  0.09
H  4.56  -3.19  -0.33
H  4.74  -2.46  1.28
H  5.99  -0.71  -2.05
H  4.63  0.33  -2.52
H  4.51  -1.43  -2.71